Entry from OMol25: an isolated molecule of C17H22O4 (ωB97M-V with the def2-TZVPD basis set).

The LUMO energy comes out at 0.7 eV. The frontier orbital gap comes out at 9.1565 eV. Its SMILES is Cc1cc(O)cc2c1O[C@H]1OC(C)(C)[C@@H]3CC[C@@](C)(O2)[C@@H]13.

```
43
Properties=species:S:1:pos:R:3:nbo_charge:R:1
H 1.074 -1.683 3.250 0.215
H -1.838 -2.978 3.123 0.209
C -0.257 -0.979 1.727 -0.244
H 3.451 0.796 -2.069 0.221
C 1.487 0.121 -1.489 0.276
H -3.190 -2.862 1.964 0.219
H 3.794 0.948 -4.382 0.484
H 0.193 -0.238 3.686 0.203
C 0.725 0.976 -4.038 -0.274
H -2.226 0.642 2.952 0.203
H -2.265 0.853 -3.262 0.224
C 2.429 0.663 -2.381 -0.335
C 1.456 2.119 0.571 -0.647
C 2.054 1.083 -3.648 0.306
H 2.714 -0.403 2.021 0.234
C -1.743 -1.211 1.901 0.259
H -0.595 1.127 1.637 0.223
C 1.777 0.146 2.186 -0.418
C 0.693 -0.743 2.863 -0.404
C 0.160 -0.069 -1.904 0.237
H 2.523 2.297 0.404 0.221
H 1.100 2.736 1.420 0.220
C -0.226 0.307 1.032 -0.316
H -3.548 -0.572 2.979 0.227
C 1.235 0.614 0.817 0.296
H -1.628 0.089 -4.745 0.216
C -2.456 -0.422 3.018 -0.626
H 0.200 -1.769 1.080 0.234
H 1.006 2.446 -0.359 0.222
H 0.431 1.355 -4.989 0.220
O -2.282 -0.709 0.663 -0.526
H -1.654 0.966 -0.410 0.156
C -2.107 -2.661 2.109 -0.620
H -1.918 -0.909 -3.274 0.239
C -0.194 0.329 -3.195 -0.019
H -2.089 -0.772 3.981 0.203
O 3.024 1.535 -4.476 -0.679
H 2.093 0.970 2.876 0.217
O 1.883 -0.207 -0.209 -0.528
H -1.667 -3.341 1.423 0.216
C -1.241 0.027 -0.049 0.403
C -1.578 0.106 -3.642 -0.641
O -0.801 -0.723 -1.163 -0.527
```